20
Properties=species:S:1:pos:R:3:forces:R:3:lowdin_charge:R:1 method="wB97M-V/def2-TZVPD" orbital_gap_ev="7.449 / 6.610" lumo_ev="0.03 / 0.13" spin_multiplicity=1 largest_force_ev_per_a=2.56 e_homo_ev="-7.42 / -6.48"
H 0.62199 2.53296 0.31241 0.152 0.017 0.029 0.0664
H 0.37645 1.88030 2.49898 -0.131 -0.085 -0.201 0.0714
C -1.48810 0.51292 -0.56750 -0.054 0.133 0.287 0.0181
C -0.56887 -0.37770 0.05001 0.499 0.610 0.153 -0.5125
C 0.75029 -0.40696 -0.73124 -0.663 -1.607 -0.239 -0.2825
H -0.12402 0.16101 1.16461 -0.249 -0.313 -0.463 0.1291
H -0.42025 -2.28830 1.05752 -0.051 -0.060 -0.055 0.0761
H -1.29698 -2.35785 -0.48032 0.056 0.051 -0.068 0.0787
H -0.20308 -0.58605 -2.64417 -0.077 0.155 0.020 0.0650
H 1.62917 -0.79597 -2.64422 0.051 -0.049 0.045 0.0589
N 1.32289 1.85141 0.60548 -0.409 -0.969 -2.097 -0.0589
C -1.12246 -1.75577 0.41134 0.272 0.152 0.361 -0.0718
H -2.06827 -1.66654 0.94631 0.005 0.060 0.031 0.0747
H -2.54373 0.46816 -0.33960 -0.068 -0.033 -0.015 0.0524
H 1.59368 -0.86962 -0.20112 0.140 0.428 -0.016 0.1265
H -1.13235 1.38551 -1.09503 0.032 0.053 -0.092 0.0488
H 1.75922 0.68743 2.24095 -0.130 -0.065 0.053 0.0632
C 0.72108 -0.61374 -2.08455 0.205 0.291 0.504 0.0599
H 1.18386 0.89984 -0.30040 0.460 2.031 1.494 0.1165
C 1.00947 1.33895 1.80054 -0.040 -0.799 0.269 -0.1800

20
Properties=species:S:1:pos:R:3:forces:R:3:lowdin_charge:R:1 method="wB97M-V/def2-TZVPD" orbital_gap_ev=10.231 lumo_ev=1.16 spin_multiplicity=1 largest_force_ev_per_a=1.08 smiles="C=CCC[C@@H](C)N" e_homo_ev=-9.07
H 1.70033 1.64360 0.52368 -0.226 0.118 -0.180 0.1130
H -1.23562 -2.25210 1.67159 0.170 0.012 0.321 0.0726
H -0.03846 -2.40286 0.39269 0.061 0.016 -0.069 0.0691
H 0.15433 1.82984 -0.36098 0.155 0.202 0.087 0.1162
H -2.79045 -0.60599 1.62640 -0.083 -0.070 -0.081 0.0613
H 2.66561 0.56594 -2.94828 -0.031 -0.063 0.068 0.0487
C 0.17186 0.20598 1.00647 0.366 0.267 -0.211 -0.1866
C -1.01804 -1.99720 0.63701 -0.350 -0.082 0.004 -0.0776
C 2.29405 1.04742 -2.04969 0.487 -0.393 -0.614 -0.0182
H -0.10449 0.85049 1.83566 -0.258 -0.071 0.164 0.1021
H 0.85554 -0.53952 1.42003 0.100 -0.032 -0.121 0.1051
H 2.66563 2.05063 -1.89526 -0.166 0.156 0.211 0.0573
C 1.48532 0.41932 -1.21726 -0.454 0.336 0.487 -0.1864
H -1.77355 -2.53424 0.04916 0.129 0.257 -0.067 0.0767
H -1.14560 -0.34881 -0.63331 0.127 0.450 -0.239 0.1239
C 0.89717 1.11122 -0.00104 0.004 -0.498 0.074 -0.2128
H -2.93245 0.47214 0.37404 -0.129 -0.111 0.021 0.0653
C -1.08830 -0.47197 0.44478 0.095 -1.064 0.133 -0.4588
N -2.30513 0.05467 1.04119 -0.083 0.498 0.064 0.0318
H 1.15743 -0.59805 -1.42424 0.086 0.073 -0.052 0.0975

20
Properties=species:S:1:pos:R:3:forces:R:3:lowdin_charge:R:1 method="wB97M-V/def2-TZVPD" orbital_gap_ev=10.242 lumo_ev=1.17 spin_multiplicity=1 largest_force_ev_per_a=0.67 smiles="C/C=C/C[C@@H](C)N" e_homo_ev=-9.07
C 2.96816 -0.87135 -1.40382 0.022 0.107 0.064 -0.1148
H 0.47266 1.16550 1.44258 -0.043 0.079 -0.294 0.1173
C -2.14982 -0.39112 -0.19582 0.546 0.044 -0.386 -0.0624
H -2.71369 -0.11841 -1.08555 -0.374 0.177 0.165 0.0699
H -2.80111 -0.81631 0.56122 -0.166 -0.165 -0.022 0.0690
H 3.95773 -1.23771 -1.14669 0.056 -0.050 0.148 0.0609
C 2.14596 -0.48918 -0.19516 0.220 -0.172 -0.075 -0.1661
H 2.62330 -0.61038 0.78418 -0.300 0.052 -0.218 0.1072
C 0.90437 -0.03712 -0.30660 0.227 0.216 0.180 -0.1396
C 0.01837 0.37309 0.83642 0.272 -0.179 0.458 -0.1985
H -2.92705 1.80071 1.24594 0.045 0.085 0.104 0.0676
H 0.50924 0.09965 -1.31216 -0.079 -0.069 0.008 0.1151
H -0.07154 -0.46821 1.54075 -0.118 0.013 -0.123 0.1231
H -1.30679 1.58664 -0.34133 0.223 0.088 -0.086 0.1307
C -1.37231 0.79736 0.40635 -0.326 -0.081 0.245 -0.4691
H 2.47138 -1.65358 -1.97468 -0.022 -0.038 -0.091 0.0702
H 3.11507 -0.01388 -2.06003 -0.034 0.024 -0.084 0.0710
H -2.32690 0.64812 2.18948 0.093 0.077 0.151 0.0642
N -2.04846 1.40379 1.56877 -0.269 -0.144 -0.341 0.0169
H -1.46858 -1.16764 -0.55386 0.025 -0.064 0.199 0.0675

20
Properties=species:S:1:pos:R:3:forces:R:3:lowdin_charge:R:1 method="wB97M-V/def2-TZVPD" orbital_gap_ev=8.126 lumo_ev=1.02 spin_multiplicity=1 largest_force_ev_per_a=0.54 e_homo_ev=-7.11
H 1.73001 0.19728 -1.65829 -0.201 0.003 0.130 0.0658
H -1.05904 2.45886 -0.00680 -0.015 -0.093 0.111 0.0743
H 2.52467 -0.89766 0.21442 -0.129 0.055 0.089 0.0717
H -2.39424 1.65707 0.85139 0.143 0.004 0.000 0.0741
H -1.04221 2.36785 1.76268 -0.024 -0.081 -0.112 0.0769
H 0.44519 1.42396 -1.83760 0.006 -0.175 0.069 0.0749
C -0.55174 0.52120 0.77153 -0.027 -0.006 0.066 -0.3969
H 0.21357 -0.25371 -2.39706 0.033 0.078 0.084 0.0679
C 1.71220 -0.61560 0.89789 0.023 -0.042 -0.007 -0.1121
C -1.31142 1.82664 0.84900 0.014 0.036 -0.015 -0.0447
H -0.74074 -1.93126 -1.57475 -0.015 0.031 0.131 0.0806
H -0.79716 -0.18012 1.57704 0.050 0.052 -0.119 0.1478
H 2.17927 -0.15602 1.77720 -0.029 -0.049 -0.085 0.0838
C 0.64495 0.38324 -1.59624 0.016 -0.014 -0.540 -0.0770
N -0.57776 -0.16956 -0.50198 -0.182 -0.054 -0.086 -0.1481
C -0.87191 -1.58835 -0.54098 0.061 -0.087 -0.035 -0.0839
C 0.83724 0.44865 0.31044 0.175 0.023 0.486 -0.1796
H -0.24494 -2.21180 0.11016 -0.085 0.103 -0.086 0.0717
H 1.22337 -1.53825 1.25284 0.025 0.154 -0.056 0.0604
H -1.91929 -1.74243 -0.26087 0.160 0.061 -0.028 0.0925

20
Properties=species:S:1:pos:R:3:forces:R:3:lowdin_charge:R:1 method="wB97M-V/def2-TZVPD" orbital_gap_ev=10.182 lumo_ev=1.05 spin_multiplicity=1 largest_force_ev_per_a=1.78 smiles="CCC/C(C)=N/C" e_homo_ev=-9.13
H -2.53560 -1.40201 2.10029 0.132 0.291 -0.229 0.0673
H 0.23140 2.08129 1.07913 0.195 -0.035 -0.127 0.0806
C -1.06167 0.52677 -0.49738 -0.085 0.062 0.376 -0.1449
H -1.29463 0.32222 -1.56212 -0.435 -0.581 0.836 0.1193
H -1.63889 1.40560 -0.21450 0.364 0.281 0.257 0.1005
C -2.42900 -1.30123 1.01368 -0.375 0.156 -0.141 -0.1055
H 1.75441 1.16890 1.16638 -0.009 0.110 -0.156 0.0784
C 2.46753 -0.37019 -1.13432 0.234 0.092 -0.078 -0.1275
H -0.38537 -0.56378 1.34591 -0.498 -0.068 -0.882 0.1239
H 2.80158 -1.41413 -1.13387 -0.139 0.187 0.020 0.0746
H 2.76603 0.06829 -2.09080 0.317 -0.067 0.073 0.0810
C -1.13228 -0.68356 0.52161 -0.181 -0.135 -0.794 -0.2424
N 1.03062 -0.29584 -1.11491 0.031 0.544 -0.168 0.0090
C 0.43573 0.61650 -0.46486 0.043 0.149 -0.138 -0.4406
H -3.23357 -0.68751 0.62325 -0.565 -0.196 0.152 0.0630
H -2.50203 -2.31320 0.59614 -0.259 0.245 0.123 0.0706
H 2.97994 0.16773 -0.32454 -0.049 -0.072 -0.100 0.0644
H -0.79184 -1.31859 -0.27422 0.929 -1.328 0.727 0.0778
C 1.02338 1.61512 0.48548 0.207 0.153 0.005 -0.0384
H 1.51425 2.37763 -0.12035 0.142 0.213 0.244 0.0887

20
Properties=species:S:1:pos:R:3:forces:R:3:lowdin_charge:R:1 method="wB97M-V/def2-TZVPD" orbital_gap_ev=9.712 lumo_ev=1.11 spin_multiplicity=1 largest_force_ev_per_a=2.00 smiles="C/C=C/CCCN" e_homo_ev=-8.60
H 1.31132 -1.48536 -2.14100 0.055 0.447 -0.776 0.0689
C -0.74925 1.48371 -0.13184 -1.028 -0.254 -1.493 -0.3157
H 0.11511 -2.73493 -2.39372 -0.055 -0.285 0.149 0.0599
H 0.85507 0.35012 2.17560 0.360 0.037 0.212 0.0936
H -1.41984 1.23132 1.91129 0.312 -0.857 -0.791 0.1240
H 1.19126 1.99894 0.43965 -0.223 -0.380 -0.066 0.0586
N 0.53564 2.12947 -0.32691 0.580 0.588 0.687 0.0077
H -0.26233 -1.03672 2.20777 -0.182 0.097 0.923 0.1000
H -1.58363 2.20250 -0.17095 0.382 0.167 0.226 0.1081
H -0.46350 -1.10872 -2.50859 0.445 0.301 0.164 0.0724
C 0.07635 -1.62733 -0.48644 -0.916 -0.048 0.265 -0.1860
C 0.15877 -0.24321 1.60793 -0.214 -1.466 -1.346 -0.1976
H -1.76398 -0.09509 0.71454 -0.515 -0.135 0.308 0.0903
H -0.90669 -1.97038 -0.14063 -0.187 0.642 -0.215 0.1020
C 0.26840 -1.73679 -1.99099 0.777 -0.869 1.255 -0.0903
H 0.42357 3.13305 -0.35424 -0.078 0.107 -0.200 0.0579
C 0.82174 -1.00762 0.44454 -0.260 0.154 -0.589 -0.1204
H 1.89380 -0.96777 0.33384 0.267 0.730 -0.433 0.0945
H -0.95832 0.90324 -1.05651 0.310 -0.065 0.487 0.0908
C -1.01018 0.59085 1.06799 0.168 1.087 1.232 -0.2187

Repeat the fourth record exactly.
20
Properties=species:S:1:pos:R:3:forces:R:3:lowdin_charge:R:1 method="wB97M-V/def2-TZVPD" orbital_gap_ev=8.126 lumo_ev=1.02 spin_multiplicity=1 largest_force_ev_per_a=0.54 e_homo_ev=-7.11
H 1.73001 0.19728 -1.65829 -0.201 0.003 0.130 0.0658
H -1.05904 2.45886 -0.00680 -0.015 -0.093 0.111 0.0743
H 2.52467 -0.89766 0.21442 -0.129 0.055 0.089 0.0717
H -2.39424 1.65707 0.85139 0.143 0.004 0.000 0.0741
H -1.04221 2.36785 1.76268 -0.024 -0.081 -0.112 0.0769
H 0.44519 1.42396 -1.83760 0.006 -0.175 0.069 0.0749
C -0.55174 0.52120 0.77153 -0.027 -0.006 0.066 -0.3969
H 0.21357 -0.25371 -2.39706 0.033 0.078 0.084 0.0679
C 1.71220 -0.61560 0.89789 0.023 -0.042 -0.007 -0.1121
C -1.31142 1.82664 0.84900 0.014 0.036 -0.015 -0.0447
H -0.74074 -1.93126 -1.57475 -0.015 0.031 0.131 0.0806
H -0.79716 -0.18012 1.57704 0.050 0.052 -0.119 0.1478
H 2.17927 -0.15602 1.77720 -0.029 -0.049 -0.085 0.0838
C 0.64495 0.38324 -1.59624 0.016 -0.014 -0.540 -0.0770
N -0.57776 -0.16956 -0.50198 -0.182 -0.054 -0.086 -0.1481
C -0.87191 -1.58835 -0.54098 0.061 -0.087 -0.035 -0.0839
C 0.83724 0.44865 0.31044 0.175 0.023 0.486 -0.1796
H -0.24494 -2.21180 0.11016 -0.085 0.103 -0.086 0.0717
H 1.22337 -1.53825 1.25284 0.025 0.154 -0.056 0.0604
H -1.91929 -1.74243 -0.26087 0.160 0.061 -0.028 0.0925